Density functional theory data (ωB97M-V/def2-TZVPD) for a cluster of 12 separate species, C72H216N36O12P12 in total at a distorted geometry.

Element x y z (Å)
1 P -13.76876 14.33847 26.59266
2 P -14.42692 17.24046 21.92280
3 P -14.48412 7.91470 27.72196
4 P -16.81456 20.82957 25.19612
5 P -10.83784 11.48525 32.27058
6 P -15.81765 16.71374 32.08679
7 P -19.12663 10.99106 23.55135
8 P -9.25976 17.57052 32.80295
9 P -6.96809 15.63247 21.93568
10 P -7.75248 11.28611 26.81665
11 P -21.60792 14.82706 28.45992
12 P -9.15353 20.03613 25.26870
13 O -14.96417 16.35404 23.02056
14 O -9.53792 10.81310 32.17667
15 O -16.09639 20.79386 23.91541
16 O -9.16719 11.04555 26.37801
17 O -10.44425 16.81447 33.32779
18 O -13.71013 13.69352 27.93014
19 O -17.18030 17.25982 32.31698
20 O -18.56325 12.08727 24.37887
21 O -22.44798 13.60234 28.48049
22 O -15.39873 7.43469 26.65255
23 O -6.64359 16.46077 23.13316
24 O -10.19336 19.08230 24.79410
25 N -13.83577 16.31251 20.66565
26 N -15.15453 14.65706 25.74340
27 N -9.03245 19.06535 33.59980
28 N -20.43581 15.02373 27.23971
29 N -8.24744 20.74098 24.01012
30 N -18.03604 9.78014 23.39110
31 N -7.58384 12.72641 27.57490
32 N -13.12116 15.88517 26.68507
33 N -15.62242 15.13817 31.85104
34 N -12.97726 8.06460 27.10863
35 N -10.80960 12.71899 33.40443
36 N -15.65702 18.23287 21.28198
37 N -15.16732 17.35560 30.63955
38 N -12.85164 13.40231 25.54728
39 N -7.97255 19.30725 26.22747
40 N -14.86087 9.45376 28.37217
41 N -11.40230 12.38660 30.96793
42 N -7.01351 10.31601 27.89932
43 N -7.80915 16.76346 33.05749
44 N -8.15563 14.56214 22.31322
45 N -5.69911 14.65551 21.45302
46 N -19.49694 11.36862 21.98415
47 N -14.49344 6.93110 29.09824
48 N -17.89436 22.10362 25.11310
49 N -17.62338 19.42076 25.64056
50 N -9.74142 21.35426 26.05071
51 N -6.77508 11.17389 25.44386
52 N -22.49074 16.28577 28.24093
53 N -14.83727 17.22621 33.29324
54 N -20.77812 14.91002 29.91048
55 N -13.21190 18.24467 22.27595
56 N -7.62531 16.50479 20.64359
57 N -20.56926 10.31402 24.09368
58 N -15.82501 21.13470 26.47771
59 N -9.49270 17.99336 31.22986
60 N -12.07640 10.42502 32.54377
61 C -19.30404 14.04609 27.13070
62 C -13.58889 14.89041 20.87594
63 C -13.07348 16.83921 25.64008
64 C -9.33365 14.30353 21.44177
65 C -5.32344 11.49863 25.46254
66 C -8.19242 17.81496 21.00036
67 C -18.73567 12.44117 21.36672
68 C -21.53145 11.31165 24.44604
69 C -11.80884 9.08458 32.89437
70 C -12.08806 11.71204 29.83631
71 C -14.65924 5.45718 28.86716
72 C -7.08751 20.17802 27.04926
73 C -12.48668 13.92236 24.24837
74 C -15.96873 15.85448 25.98868
75 C -8.78889 18.99659 30.45028
76 C -16.90531 17.53829 20.99487
77 C -8.61077 18.99003 34.97797
78 C -13.23996 16.85764 19.45416
79 C -6.31468 13.06558 28.33198
80 C -17.01946 9.66636 24.37233
81 C -17.65375 23.19241 24.18520
82 C -14.72935 20.12736 26.70582
83 C -13.35566 19.43068 23.13205
84 C -6.37507 9.01480 27.48712
85 C -7.22894 10.45788 24.24228
86 C -18.80418 22.35130 26.23385
87 C -19.60240 15.75329 30.07851
88 C -7.55962 17.87032 26.17419
89 C -15.27283 18.21766 34.28109
90 C -13.47685 10.79386 32.60931
91 C -11.84389 13.67110 33.60923
92 C -11.80110 8.83617 27.61411
93 C -10.63440 21.14547 27.23264
94 C -7.61202 15.31668 33.24047
95 C -18.19876 8.80767 22.25530
96 C -9.95179 20.20302 33.36753
97 C -9.37238 22.72658 25.83007
98 C -11.85675 17.61350 22.23701
99 C -7.40346 16.22810 19.29215
100 C -15.72600 16.83658 29.41048
101 C -17.76200 18.74150 26.89365
102 C -20.58536 9.04174 24.82972
103 C -16.38641 14.30304 32.76767
104 C -7.78673 10.18481 29.10247
105 C -18.27751 18.66679 24.57230
106 C -6.79637 20.57474 23.79672
107 C -21.90731 17.54623 28.52839
108 C -10.56611 17.31887 30.42284
109 C -8.37717 13.87977 27.12623
110 C -8.30244 13.99739 23.64159
111 C -5.89524 13.32105 21.03855
112 C -15.25467 18.81883 30.69848
113 C -21.31643 14.18028 31.06964
114 C -10.79503 13.57701 30.50341
115 C -10.09548 12.49117 34.64458
116 C -12.42240 16.32132 27.88081
117 C -6.56309 17.31817 32.56485
118 C -13.71755 7.31520 30.21879
119 C -11.95109 12.35282 25.98590
120 C -23.94652 16.24914 28.67112
121 C -15.45669 22.53447 26.60648
122 C -15.52271 19.62075 20.71671
123 C -8.87532 21.26243 22.83477
124 C -20.86967 15.61943 25.94295
125 C -13.41976 16.84026 33.34914
126 C -16.09894 9.43987 29.08802
127 C -20.83261 11.24596 21.34201
128 C -14.91327 10.43145 27.33456
129 C -4.31213 15.11744 21.55191
130 C -12.74478 7.59557 25.71658
131 C -15.93814 13.57798 25.13530
132 C -14.77726 14.46609 30.89501
133 H -13.26241 14.54633 23.83324
134 H -13.50962 6.83051 25.52306
135 H -11.03074 8.16810 27.95221
136 H -5.55145 8.76782 28.16340
137 H -11.35350 9.36894 26.70955
138 H -12.24344 17.39766 19.53567
139 H -9.04609 13.24389 23.56882
140 H -15.36929 5.33148 28.09622
141 H -7.74262 18.75689 30.08766
142 H -16.38407 8.42669 29.53350
143 H -16.86601 10.68652 24.86257
144 H -12.72683 20.25777 22.78334
145 H -21.27981 12.25134 21.40197
146 H -21.95779 14.81022 31.67594
147 H -17.70199 9.21121 21.38093
148 H -16.79667 17.03057 29.22247
149 H -16.30644 18.38914 34.26530
150 H -9.33068 19.22700 29.54151
151 H -12.20327 14.14110 32.71148
152 H -8.95355 23.05022 26.78546
153 H -17.73306 12.59020 21.80455
154 H -11.87070 16.61642 22.56801
155 H -20.17355 15.46274 25.11243
156 H -13.79344 16.51843 24.87496
157 H -17.18131 8.91805 25.11145
158 H -13.83298 10.71428 33.65307
159 H -19.63844 8.43129 24.71259
160 H -15.04058 17.18223 28.65599
161 H -24.35811 15.22172 28.61070
162 H -14.41037 19.69990 23.14078
163 H -9.31054 13.51477 26.66862
164 H -24.57800 16.98977 28.23532
165 H -12.50461 8.44341 32.29598
166 H -13.37685 17.75824 26.04872
167 H -19.31188 13.32581 21.54775
168 H -7.51064 17.38277 27.12339
169 H -15.73953 15.70963 29.41795
170 H -14.17565 7.03043 31.14869
171 H -10.28202 13.99095 31.38184
172 H -13.92408 20.27599 26.05634
173 H -5.13994 12.35650 26.09590
174 H -13.84835 17.69478 18.99882
175 H -8.54362 20.61552 21.97065
176 H -17.10261 24.12685 24.67578
177 H -11.58359 14.52332 24.33263
178 H -15.03999 5.04694 29.82113
179 H -18.29882 19.15481 23.61450
180 H -21.44536 12.20055 23.79189
181 H -15.12953 17.85057 35.28703
182 H -10.02164 13.50022 29.71110
183 H -16.19859 19.23340 30.41374
184 H -10.34151 21.90593 27.95382
185 H -15.30629 14.05485 30.06080
186 H -3.89402 15.38324 20.57584
187 H -13.67769 5.01289 28.59386
188 H -10.63429 20.28700 34.23709
189 H -12.65142 7.19108 30.25326
190 H -11.45111 14.57489 34.14915
191 H -18.66550 14.48679 26.37813
192 H -12.02106 16.82631 25.20535
193 H -11.10653 18.11053 29.78068
194 H -7.90153 14.57572 26.41163
195 H -19.65522 13.07869 26.82460
196 H -10.52468 19.89201 32.46678
197 H -8.24962 11.09523 29.35163
198 H -11.66583 21.27310 27.13675
199 H -15.35179 23.05233 25.68613
200 H -5.87279 14.01399 27.97215
201 H -12.97002 17.14664 28.36713
202 H -17.11317 17.68835 19.95293
203 H -8.36388 10.72280 24.13751
204 H -12.04058 11.58853 25.11575
205 H -3.72198 14.34544 22.00437
206 H -6.49926 13.13495 29.42276
207 H -11.94975 8.78999 33.96963
208 H -17.78298 17.68979 24.41892
209 H -5.71596 13.15587 19.90902
210 H -13.47004 11.81213 32.30887
211 H -12.77686 17.77030 33.36365
212 H -13.25062 16.12719 32.50165
213 H -6.54181 10.83369 23.42904
214 H -9.11983 14.47967 20.36134
215 H -5.77661 17.05419 33.27812
216 H -11.73293 7.15980 25.65100
217 H -17.18202 17.82534 26.79444
218 H -17.41142 19.37097 27.71146
219 H -8.63299 17.87324 22.01951
220 H -6.30626 21.51328 23.70265
221 H -7.47199 21.18350 27.16658
222 H -12.55900 10.78386 30.16584
223 H -10.20997 14.92512 21.74686
224 H -11.41385 17.82180 21.25200
225 H -17.74385 17.92888 21.52176
226 H -22.52145 10.90372 24.19326
227 H -10.82234 12.57349 35.38331
228 H -19.75134 22.75555 25.80359
229 H -7.21110 9.36953 24.29545
230 H -11.19894 18.13064 22.91743
231 H -13.66864 8.37461 30.21435
232 H -8.23918 17.38737 25.51367
233 H -8.40077 14.77566 24.41255
234 H -6.33587 20.04791 24.61217
235 H -16.09658 9.30270 23.92927
236 H -18.86016 18.55001 26.91474
237 H -6.95579 19.72937 28.01969
238 H -8.70837 14.59999 27.92498
239 H -8.06269 19.88575 35.34419
240 H -15.43240 16.57240 26.64899
241 H -6.86716 12.90767 21.25636
242 H -7.42972 13.39644 23.88364
243 H -6.17774 16.90796 31.60048
244 H -14.12327 10.40958 26.61196
245 H -10.14519 23.40486 25.64712
246 H -16.30490 20.19185 21.22619
247 H -12.28219 11.86473 26.86472
248 H -14.37896 22.61099 26.92634
249 H -18.64816 23.58128 23.87899
250 H -12.29821 13.05570 23.59342
251 H -18.99119 21.37018 26.74112
252 H -18.48917 12.23063 20.33335
253 H -13.94015 15.08964 30.41210
254 H -8.40444 14.82293 33.78976
255 H -15.14375 19.14439 31.76530
256 H -14.46455 19.19191 30.08640
257 H -12.84522 8.41036 25.02592
258 H -15.93200 10.47353 26.87121
259 H -19.14721 16.06880 29.13056
260 H -19.79345 16.62132 30.66455
261 H -12.74589 13.27349 34.15624
262 H -8.54779 22.31687 22.59817
263 H -8.62513 22.79166 25.03207
264 H -22.40890 18.46458 28.06279
265 H -7.38048 18.60506 20.96642
266 H -7.87871 18.15463 35.06606
267 H -16.91861 14.91172 33.43911
268 H -7.46315 14.80908 32.25377
269 H -14.87672 11.43488 27.86318
270 H -5.09081 11.86441 24.39174
271 H -21.44361 10.54295 21.89020
272 H -9.61153 11.57680 34.79018
273 H -19.25860 8.57727 22.10064
274 H -9.44739 18.88285 35.62881
275 H -9.39792 21.18973 33.14071
276 H -20.68692 9.23662 25.90861
277 H -12.83505 12.25758 29.37418
278 H -11.58812 14.24705 30.10115
279 H -8.91102 18.18341 20.31471
280 H -14.51842 20.03867 20.90627
281 H -14.17798 10.20549 31.89133
282 H -13.04703 19.13146 24.14438
283 H -14.88128 19.24913 34.20194
284 H -9.69157 13.28483 21.53966
285 H -15.33611 12.86564 24.60400
286 H -16.52767 12.96130 25.81089
287 H -14.31603 13.72592 31.46266
288 H -12.59527 14.69279 21.36384
289 H -6.53188 18.39594 32.52472
290 H -21.37104 8.41780 24.41610
291 H -7.21971 9.96532 29.99841
292 H -13.26431 16.17981 34.23545
293 H -7.02213 8.13437 27.59538
294 H -10.42759 20.16048 27.51818
295 H -6.10737 20.24986 26.50716
296 H -13.60870 14.44901 19.91378
297 H -17.06365 13.59314 32.26370
298 H -20.88417 17.58804 28.16475
299 H -23.98615 16.47185 29.76302
300 H -21.51773 11.60189 25.49826
301 H -18.44104 23.06996 26.97523
302 H -10.81204 8.78518 32.69816
303 H -8.19423 15.62658 18.77271
304 H -17.11054 22.74459 23.37834
305 H -16.75597 16.44708 21.26627
306 H -18.79670 15.14642 30.59764
307 H -20.83883 16.74484 26.00661
308 H -9.40572 13.28756 34.81834
309 H -16.00654 23.05393 27.41299
310 H -5.98226 9.09349 26.46209
311 H -13.17221 16.02101 18.72688
312 H -15.73875 19.62077 19.67416
313 H -16.86089 9.64157 28.39959
314 H -15.02488 19.07458 26.56607
315 H -12.43972 15.54714 28.62896
316 H -11.32782 11.45735 29.04905
317 H -20.73644 10.88231 20.34333
318 H -4.76552 10.63960 25.72891
319 H -6.49238 15.63270 19.09756
320 H -8.52733 19.88006 31.04273
321 H -5.61764 12.25265 28.19800
322 H -9.97721 21.20608 22.86590
323 H -11.32176 16.76216 31.00815
324 H -21.89749 15.29508 25.61790
325 H -18.83537 13.99410 28.11122
326 H -6.63527 17.76759 25.65587
327 H -6.75091 15.16389 33.94648
328 H -21.85078 13.30394 30.73900
329 H -7.35660 17.19433 18.87176
330 H -16.14111 16.27646 25.05690
331 H -4.36895 15.99571 22.16651
332 H -8.64765 9.49426 29.12431
333 H -19.36540 18.48208 24.85444
334 H -14.37769 20.28086 27.72850
335 H -20.46032 13.71841 31.62938
336 H -16.25156 10.17764 29.92584
337 H -16.61294 13.92347 24.27123
338 H -14.40464 14.53631 21.48717
339 H -10.14338 16.63957 29.67452
340 H -6.60296 19.93205 22.83624
341 H -15.73838 13.63819 33.35315
342 H -16.88470 15.62667 26.51358
343 H -12.16475 9.58210 28.34809
344 H -5.06890 12.76195 21.49436
345 H -10.94950 12.62158 26.14707
346 H -21.80898 17.67218 29.60038
347 H -11.37300 16.60917 27.64890
348 H -17.77142 7.79755 22.51606

Output
SMILES = CN(C)P(=O)(N(C)C)N(C)C.CN(C)P(=O)(N(C)C)N(C)C.CN(C)P(=O)(N(C)C)N(C)C.CN(C)P(=O)(N(C)C)N(C)C.CN(C)P(=O)(N(C)C)N(C)C.CN(C)P(=O)(N(C)C)N(C)C.CN(C)P(=O)(N(C)C)N(C)C.CN(C)P(=O)(N(C)C)N(C)C.CN(C)P(=O)(N(C)C)N(C)C.CN(C)P(=O)(N(C)C)N(C)C.CN(C)P(=O)(N(C)C)N(C)C.CN(C)P(=O)(N(C)C)N(C)C
LUMO level = 0.4 eV
energy relative to the best compared isomer or geometry (same formula, charge and spin) = 3.724 eV
molar mass = 2150.4 g mol⁻¹
Kohn-Sham gap = 8.143 eV
HOMO level = -7.8 eV
energy = -267860.5906 eV
multiplicity = 1

Here are the Löwdin charges for atoms 1 to 8, given in e:
1 P 0.575
2 P 0.535
3 P 0.533
4 P 0.504
5 P 0.532
6 P 0.470
7 P 0.492
8 P 0.553